1.
Entry from the OMol25 dataset: 2 unconnected molecules or ions with the total composition C10H16O (wB97M-V/def2-TZVPD).

```
27
Properties=species:S:1:pos:R:3:forces:R:3
C 3.277476 0.519231 1.347644 0.712 -0.377 -0.371
C 1.992283 0.243207 0.571393 -0.139 0.764 0.588
C 1.429915 -1.149427 0.608951 -0.321 -0.094 0.366
C 1.491901 -1.949722 1.753852 -0.035 0.687 -0.093
C 0.626213 -3.009746 1.916775 0.896 -0.963 0.034
C -0.174180 -3.444594 0.870947 0.253 -0.098 0.306
C -0.129700 -2.751386 -0.320884 -0.690 -0.312 0.222
C 0.597846 -1.574491 -0.408716 -0.422 0.241 -0.375
H 3.469450 -0.179408 2.151303 -0.216 -0.106 0.305
H 3.348607 1.514563 1.762593 -0.303 0.304 0.088
H 4.155063 0.421026 0.706497 -0.031 -0.071 -0.177
H 1.201522 0.900707 0.962955 0.059 -0.197 0.130
H 2.102595 0.613618 -0.436390 0.106 -0.199 -0.522
H 2.158771 -1.657720 2.550466 -0.016 -0.104 0.185
H 0.747717 -3.646164 2.787663 -0.336 0.245 0.170
H -0.795227 -4.322590 1.015862 0.049 0.076 -0.212
H -0.758416 -3.136435 -1.112924 0.057 0.381 -0.297
H 0.383634 -0.885243 -1.216279 0.362 -0.164 -0.358
C -3.586219 2.981061 -1.200474 -0.862 -1.057 -1.282
C -2.424646 2.741006 -2.153664 1.098 -0.383 0.305
O -1.425627 1.882493 -1.549844 0.052 -0.324 -0.133
H -3.700059 2.087639 -0.595947 0.338 0.122 0.651
H -4.497705 2.885653 -1.814030 0.037 0.765 0.220
H -3.574210 3.908430 -0.633213 0.112 -0.184 0.008
H -2.701202 2.275863 -3.099301 -0.462 0.131 0.034
H -1.906229 3.664480 -2.395580 -0.057 0.243 -0.086
H -1.309563 1.067947 -2.069663 -0.241 0.673 0.293
```
Positions in Å, forces in eV/Å.

Calculated values
**Charge**: 0
**Gap between HOMO and LUMO**: 9.72 eV
**Electronic energy**: -12676.1486 eV
**2S+1**: 1
**ΔE to the lowest compared entry with this formula, charge and spin**: 152.1 kJ/mol
**SMILES**: CCc1ccccc1.CCO


2.
Entry from the OMol25 dataset: 2 unconnected molecules or ions with the total composition C10H16O (wB97M-V/def2-TZVPD).

```
27
Properties=species:S:1:pos:R:3:forces:R:3
C 0.082655 0.488118 -1.533616 -0.438 0.957 -0.034
C -1.190624 -0.269116 -0.902446 4.798 -6.048 -12.335
C -1.792008 0.367046 0.026346 -1.986 5.994 12.610
C -0.724049 0.417253 1.150625 -0.458 5.279 4.827
C 0.015742 -0.777183 1.679913 -3.103 -1.548 0.532
C 0.566596 -1.391948 0.457534 6.964 -0.674 3.660
C -0.379806 -1.622386 -0.523821 -7.745 0.560 2.836
C 1.676418 -0.478778 0.010920 0.471 4.578 2.722
C 1.059786 0.894514 -0.347820 -0.255 1.993 -1.957
C 0.433002 1.532937 0.942289 -0.124 -2.232 -1.466
H -0.467532 1.542598 -3.575033 1.307 0.416 6.061
H 0.788111 -0.250432 -2.037495 -1.547 1.039 -0.416
H -2.050755 -0.567810 -1.637100 2.070 0.066 -0.123
H -2.428601 -0.225355 0.742666 -1.022 0.538 -1.836
H -1.871557 1.536118 0.248812 -1.285 -2.250 -2.472
H -1.457808 0.961093 1.862642 1.746 -1.285 0.554
H -0.598646 -1.543074 2.307167 0.683 1.329 -1.123
H 0.835286 -0.463058 2.250707 0.842 0.368 1.305
H 1.331173 -2.158782 0.856909 -2.020 -0.613 -0.972
H -0.114866 -2.130033 -1.318706 1.391 -2.261 -4.192
H -1.189102 -2.240057 0.027421 0.843 0.353 -1.068
H 2.205498 -0.779491 -0.792872 1.708 -1.530 -2.700
H 2.459728 -0.216061 0.813850 -1.101 -0.982 -0.759
H 1.645081 1.698236 -0.941242 0.160 -1.560 1.261
H 1.216639 1.321062 1.739795 -1.112 1.190 -0.723
H 0.122243 2.616272 0.801054 0.259 -1.464 0.374
O -0.172603 1.738316 -2.308498 -1.047 -2.212 -4.566
```
Positions in Å, forces in eV/Å.

Calculated values
**Charge**: 0
**Gap between HOMO and LUMO**: 9.46 eV
**Electronic energy**: -12669.5411 eV
**2S+1**: 1
**ΔE to the lowest compared entry with this formula, charge and spin**: 789.6 kJ/mol


3.
Entry from the OMol25 dataset: 2 unconnected molecules or ions with the total composition C10H16O (wB97M-V/def2-TZVPD).

```
27
Properties=species:S:1:pos:R:3:forces:R:3
C 2.555872 -0.262224 -0.554628 -0.117 -1.693 -1.107
C 1.288345 -0.295863 0.232601 0.696 -0.067 0.763
C 0.634119 0.874009 0.614220 0.647 1.248 -0.529
C -0.513765 0.933741 1.362312 1.446 -4.182 -0.082
C -0.859663 -0.367505 1.851113 -1.665 0.726 0.877
O -1.981345 -0.469881 2.620672 -1.576 0.846 0.389
C -0.177478 -1.579399 1.688887 1.524 1.071 -1.461
C 0.914566 -1.520913 0.798126 -1.239 0.704 1.101
H 2.335706 -0.398778 -1.620887 0.065 -0.188 0.271
H 3.096204 -1.177128 -0.261421 0.438 0.677 -0.127
H 3.161927 0.622259 -0.562677 0.271 0.510 0.711
H 1.072779 1.852155 0.381984 0.070 -0.473 -0.444
H -0.956405 1.855374 1.606380 -0.812 0.694 0.487
H -2.577463 0.310436 2.483268 1.001 -1.036 0.232
H -0.318069 -2.541212 2.194935 -0.771 0.806 -0.028
H 1.460998 -2.446324 0.721508 0.455 0.077 -0.575
C 0.688527 0.870417 -2.856880 -0.644 0.207 0.162
C -0.704425 1.254829 -2.294724 -0.117 0.693 -0.570
C -1.696918 0.140724 -1.960895 0.800 -0.491 0.755
H 1.495206 1.403233 -2.303859 -0.532 -0.942 -0.203
H 0.857989 1.140153 -3.897526 -0.392 0.087 -0.162
H 0.663539 -0.215566 -2.817758 1.023 -0.129 0.181
H -0.505265 1.844486 -1.395531 -0.510 0.196 -0.285
H -1.228380 1.850167 -3.064361 0.269 0.260 0.550
H -1.771692 -0.579347 -2.765092 -0.538 0.114 -0.514
H -1.454290 -0.495642 -1.106723 0.714 0.169 0.185
H -2.634980 0.566721 -1.630758 -0.504 0.116 -0.576
```
Positions in Å, forces in eV/Å.

Calculated values
**Charge**: 0
**Gap between HOMO and LUMO**: 9.00 eV
**Electronic energy**: -12675.7842 eV
**2S+1**: 1
**ΔE to the lowest compared entry with this formula, charge and spin**: 187.2 kJ/mol
**SMILES**: Cc1ccc(O)cc1.CCC